No. 1
{"formula": "C3H4N2O", "method": "the ωB97M-V functional and the def2-TZVPD basis", "species": ["O", "N", "N", "C", "C", "C", "H", "H", "H", "H"], "positions_angstrom": [[-1.114692, -0.657019, 0.931186], [0.480446, -0.816175, 2.002444], [-1.318106, 0.279315, -1.235946], [-0.631611, -0.039594, -0.087413], [0.717234, 0.297507, -0.008373], [1.263814, -0.222093, 1.158821], [-0.724376, 0.395301, -2.048283], [1.200567, 1.025454, -0.624920], [-2.221734, -0.120859, -1.429233], [2.348458, -0.141837, 1.341717]], "forces_ev_per_a": [[1.75, 0.04, 0.55], [-1.11, 0.02, -1.35], [-0.19, -0.20, 0.29], [0.58, 0.05, -0.04], [0.25, 0.35, -0.22], [-0.69, 0.02, 0.14], [-0.27, 0.01, 0.30], [0.28, -0.10, -0.44], [0.05, -0.06, 0.27], [-0.65, -0.14, 0.49]], "total_charge": 0, "multiplicity": 1}

No. 2
{"formula": "C3H4N2O", "method": "the ωB97M-V functional and the def2-TZVPD basis", "species": ["O", "N", "N", "C", "C", "C", "H", "H", "H", "H"], "positions_angstrom": [[-1.781593, -0.340894, 1.315118], [-0.470901, -0.432284, 1.304111], [-2.224596, 0.176204, -0.041374], [1.522696, -0.093867, -0.084975], [0.034526, -0.061245, 0.164009], [-1.121837, 0.327565, -0.683661], [-1.676427, 0.741563, -1.555116], [1.779607, -0.785422, -0.895588], [1.906391, 0.897986, -0.347482], [2.032134, -0.429606, 0.824958]], "forces_ev_per_a": [[-0.77, 0.75, -2.09], [0.56, 0.06, -0.39], [0.81, -1.26, 3.34], [-0.27, 0.05, -0.03], [-0.53, 0.25, -0.57], [-1.81, 0.07, 0.65], [2.48, 0.01, -0.85], [-0.12, 0.15, 0.12], [-0.13, -0.16, 0.01], [-0.22, 0.08, -0.19]], "total_charge": 0, "smiles": "Cc1cnon1", "multiplicity": 1}

| no. | electronic energy (hartree) | F_max (eV/Å) | HOMO level (Ha) |
| --- | --- | --- | --- |
| 1 | -301.37015 | 1.83 | -0.31023 |
| 2 | -301.34990 | 3.65 | -0.38789 |